DFT (the ωB97M-V functional and the def2-TZVPD basis) results for a 10-piece molecular cluster, C42H46Cl8O22 overall at a distorted geometry.

Element x y z (Å)
Cl (-12.3469, -23.3995, -10.2661)
C (-11.7179, -21.8757, -10.9493)
C (-10.2012, -21.8309, -10.8147)
Cl (-9.6962, -20.1944, -11.3346)
H (-12.1298, -21.0736, -10.3493)
H (-12.0133, -21.8437, -11.9878)
H (-9.6775, -22.5626, -11.4228)
H (-9.9451, -21.9838, -9.7691)
Cl (-10.7718, -25.0232, -13.4892)
C (-12.4746, -24.7036, -13.9609)
C (-12.4924, -24.4317, -15.4510)
Cl (-14.1333, -23.9850, -15.9842)
H (-12.7452, -23.8285, -13.3835)
H (-13.0820, -25.5760, -13.7526)
H (-12.2443, -25.3772, -15.9304)
H (-11.8322, -23.6037, -15.6817)
Cl (-9.9316, -26.8053, -16.6791)
C (-8.6430, -28.0059, -16.8514)
C (-7.2771, -27.4106, -16.6749)
Cl (-7.0987, -26.7341, -15.0178)
H (-8.6555, -28.3563, -17.9021)
H (-8.8677, -28.9526, -16.3778)
H (-7.0516, -26.6116, -17.3693)
H (-6.5392, -28.2037, -16.7881)
Cl (-12.3734, -29.9662, -19.7140)
C (-11.5894, -28.6704, -18.7612)
C (-12.3578, -27.3575, -18.8736)
Cl (-13.9383, -27.4643, -18.0564)
H (-10.5943, -28.5173, -19.1758)
H (-11.4867, -28.9915, -17.7309)
H (-12.4799, -27.1118, -19.9210)
H (-11.8156, -26.6305, -18.2787)
C (-17.5259, -24.4858, -16.9049)
O (-18.2389, -25.7019, -16.8973)
C (-17.3966, -26.8257, -16.9394)
C (-18.0489, -27.9766, -16.2120)
O (-19.0500, -28.6459, -16.8884)
C (-20.1800, -27.8403, -17.1577)
H (-16.8436, -24.5032, -16.0407)
H (-18.2668, -23.7102, -16.7757)
H (-16.8825, -24.4069, -17.7871)
H (-16.4757, -26.5848, -16.3837)
H (-17.1650, -27.0868, -17.9782)
H (-18.4167, -27.5833, -15.2492)
H (-17.2796, -28.7144, -15.9749)
H (-20.0400, -27.2018, -18.0315)
H (-20.4020, -27.2244, -16.2777)
H (-21.0274, -28.5034, -17.3262)
C (-7.6115, -21.0773, -15.6930)
C (-7.1126, -20.1960, -14.8206)
C (-6.7534, -20.5584, -13.4078)
O (-6.1026, -19.8200, -12.7174)
C (-7.0669, -21.9401, -13.0342)
C (-7.5497, -22.8263, -13.8870)
C (-7.9124, -22.4401, -15.2926)
O (-8.4425, -23.2288, -16.0155)
O (-7.8031, -24.0716, -13.5697)
O (-6.9248, -18.9228, -15.1397)
H (-7.8702, -20.7754, -16.7033)
H (-6.8853, -22.2699, -12.0177)
H (-8.0466, -24.5894, -14.3689)
H (-6.2928, -18.5464, -14.4928)
C (-18.5196, -22.1183, -11.2506)
C (-18.5435, -21.7014, -12.5089)
C (-17.4270, -22.0150, -13.4683)
O (-17.5100, -21.5446, -14.5626)
C (-16.3542, -22.8519, -12.9845)
C (-16.3895, -23.3342, -11.7416)
C (-17.4583, -22.9779, -10.7498)
O (-17.4134, -23.4108, -9.6251)
O (-15.4978, -24.2154, -11.3061)
O (-19.5022, -20.9510, -12.9899)
H (-19.3355, -21.9558, -10.5541)
H (-15.5631, -23.1211, -13.6733)
H (-15.8266, -24.4580, -10.4061)
H (-19.2704, -20.7855, -13.9333)
C (-12.8178, -18.1705, -13.8699)
C (-12.8196, -19.4993, -13.6754)
C (-11.8282, -20.4285, -14.3285)
O (-11.8844, -21.6083, -14.3221)
C (-10.7726, -19.7350, -15.0839)
C (-10.7539, -18.4147, -15.2513)
C (-11.8184, -17.5033, -14.7080)
O (-11.8020, -16.3260, -14.9047)
O (-9.7676, -17.7959, -15.9104)
O (-13.7109, -20.1278, -12.8857)
H (-13.4755, -17.5278, -13.2916)
H (-9.9291, -20.2890, -15.4742)
H (-10.0854, -16.8890, -16.1102)
H (-14.3602, -19.4852, -12.5639)
C (-10.0964, -23.4084, -18.5584)
C (-9.5253, -23.8113, -19.6961)
C (-9.0951, -22.8720, -20.7940)
O (-8.7146, -23.3072, -21.8513)
C (-9.0833, -21.4531, -20.4377)
C (-9.6894, -21.0568, -19.3295)
C (-10.3848, -21.9985, -18.3710)
O (-11.0642, -21.5470, -17.5198)
O (-9.5699, -19.8239, -18.8442)
O (-9.2861, -25.0862, -19.9697)
H (-10.4867, -24.1710, -17.8968)
H (-8.4935, -20.7974, -21.0647)
H (-10.1642, -19.7553, -18.0652)
H (-9.2554, -25.1896, -20.9397)
C (-12.1052, -28.2153, -11.6021)
C (-11.0676, -28.9950, -11.8901)
C (-11.0120, -29.8525, -13.1226)
O (-10.1040, -30.6103, -13.3282)
C (-12.1054, -29.6530, -14.0788)
C (-13.1367, -28.8390, -13.8105)
C (-13.2247, -28.0375, -12.5360)
O (-14.2080, -27.3995, -12.2519)
O (-14.1149, -28.6191, -14.6720)
O (-10.0685, -29.1559, -11.0208)
H (-12.0581, -27.6366, -10.6880)
H (-12.1431, -30.2620, -14.9781)
H (-14.6700, -27.9092, -14.2936)
H (-9.4736, -29.8638, -11.3230)

Properties
orbital gap = 0.292 hartree
net charge = 0
highest occupied orbital energy = -9.49 eV
multiplicity = 1
structure (SMILES) = O=C1C=C(O)C(=O)C=C1O.O=C1C=C(O)C(=O)C=C1O.O=C1C=C(O)C(=O)C=C1O.O=C1C=C(O)C(=O)C=C1O.O=C1C=C(O)C(=O)C=C1O.COCCOC.ClCCCl.ClCCCl.ClCCCl.ClCCCl
relative energy (zero: lowest compared OMol25 entry of this formula, charge and spin) = 0.0000 eV

These are the Löwdin partial charges, in e, on atoms 1 to 8: atom 1 (Cl): 0.5864, atom 2 (C): -0.6644, atom 3 (C): -0.6169, atom 4 (Cl): 0.6072, atom 5 (H): 0.0643, atom 6 (H): 0.0223, atom 7 (H): 0.0543, atom 8 (H): 0.0702